# 1
{"formula": "C5H8O5S", "method": "ωB97M-V/def2-TZVPD", "elements": ["C", "C", "C", "C", "C", "O", "O", "O", "O", "O", "S", "H", "H", "H", "H", "H", "H", "H", "H"], "coordinates": [[0.85806, 1.64197, -0.31550], [-2.12778, 0.46288, -0.16198], [-1.52667, -0.85827, 0.12611], [-0.17128, -1.06648, -0.61354], [1.08055, 0.13269, 0.26443], [0.63827, 2.58932, 0.52155], [3.76422, -0.17608, 0.43360], [0.86377, 1.77635, -1.55607], [2.42035, -2.13721, 0.43180], [0.94526, 0.23380, 1.61234], [2.67889, -0.81843, -0.28101], [-2.12526, 0.68156, -1.19237], [-2.99820, 0.60854, 0.27681], [-1.45764, 1.10378, 0.29011], [-2.17040, -1.70502, -0.22704], [-1.31117, -0.84142, 1.13025], [-0.15774, -0.73482, -1.64577], [0.21724, -2.08314, -0.60424], [0.57952, 1.18997, 1.51052]], "forces_ev_per_angstrom": [[0.1, -0.3, -1.5], [3.0, -1.1, -1.7], [0.6, -1.9, -3.6], [1.1, 2.6, 1.9], [-0.8, -1.3, -2.9], [0.1, -1.8, 0.3], [2.1, 1.8, 0.8], [0.1, -0.2, 0.4], [-0.2, 0.1, -0.7], [-1.3, 1.2, -0.1], [-2.1, -1.5, 0.2], [-0.3, 0.4, -1.4], [-4.5, 0.6, 1.9], [1.3, 2.0, 0.7], [0.0, 0.4, 0.8], [0.3, -0.8, 2.6], [-0.2, 0.4, -0.2], [0.1, 0.1, 0.6], [0.7, -0.6, 1.7]], "charge": -2, "e_lumo_ha": 0.23053, "homo_ha": 0.018}

---

# 2
{"formula": "C5H8OS", "method": "ωB97M-V/def2-TZVPD", "elements": ["C", "C", "C", "C", "C", "H", "H", "H", "H", "H", "H", "H", "H", "O", "S"], "coordinates": [[-2.00148, -0.70949, 0.18270], [-0.54757, -0.40034, -0.48582], [1.23964, 1.40455, 0.41406], [1.62766, 0.24183, -0.40212], [0.71174, -0.70347, 0.17642], [-1.93760, -1.92480, 0.35603], [-2.90297, -0.60774, -0.73189], [-2.32881, -0.06972, 1.17229], [-0.48624, -0.82860, -1.54050], [1.50723, 2.52525, 0.06275], [1.33446, 1.29849, 1.51694], [1.47541, 0.19148, -1.49647], [0.67650, -0.73528, 1.30815], [2.06079, -1.11843, -0.20071], [-0.42877, 1.43628, -0.33183]], "forces_ev_per_angstrom": [[-1.0, -2.5, -1.3], [-3.5, -0.6, -0.9], [0.9, 4.5, -0.7], [0.9, -1.5, -1.3], [1.0, -1.9, 2.7], [-0.6, 3.0, 0.1], [2.7, 0.0, 2.9], [1.2, -1.8, -2.7], [-0.5, 1.0, 1.1], [0.4, -2.4, 1.0], [-0.2, 0.1, -0.9], [0.2, 1.5, 0.6], [-0.1, 0.2, -1.4], [-0.2, -0.4, 0.8], [-1.1, 0.9, 0.1]], "e_lumo_ha": 0.03149, "homo_ha": -0.322}

---

# 3
{"formula": "C5H8OS", "method": "ωB97M-V/def2-TZVPD", "elements": ["C", "C", "C", "C", "C", "H", "H", "H", "H", "H", "H", "H", "H", "O", "S"], "coordinates": [[-0.94723, -0.48005, -0.18009], [0.34257, -1.28192, -0.77688], [0.45994, 1.37147, 0.40363], [-0.72368, 1.08091, -0.51963], [-2.05623, 0.36342, -0.36633], [-2.00360, -1.10775, 1.27848], [0.34673, -2.29954, -0.28288], [0.49466, -1.25151, -1.83987], [0.22134, 1.63783, 1.58213], [1.05297, 2.32008, 0.09585], [-0.33334, 0.96946, -1.57594], [-2.49554, 0.31307, -1.28096], [-2.62436, 0.21986, 0.60910], [-0.65317, -0.82409, 1.24363], [1.75714, -0.03324, 0.00630]], "forces_ev_per_angstrom": [[6.7, -2.4, 0.8], [-1.2, 1.5, 1.9], [0.8, 2.4, 1.5], [1.8, -1.8, 0.4], [-0.3, 0.2, 2.4], [5.9, 0.6, 1.2], [0.4, 1.3, -0.8], [-0.1, -0.2, -0.4], [0.5, -1.5, -3.0], [-1.1, -1.5, 0.2], [-0.9, 0.8, 1.1], [-2.0, 0.1, -2.2], [0.0, 1.5, -1.5], [-8.0, -0.6, -1.3], [-2.5, -0.5, -0.3]], "e_lumo_ha": 0.00198, "homo_ha": -0.309}

---

# 4
{"formula": "C5H8OS", "method": "ωB97M-V/def2-TZVPD", "elements": ["C", "O", "C", "C", "C", "C", "S", "H", "H", "H", "H", "H", "H", "H", "H"], "coordinates": [[-2.82714, 0.21699, -0.48833], [-1.76342, -0.70924, -0.25315], [-0.56543, -0.19859, -0.11647], [0.52161, -1.01557, 0.09475], [1.89500, -0.61120, 0.42126], [2.32012, 0.81469, 0.30880], [3.24228, -0.31711, -0.79234], [-3.74582, -0.33352, -0.66977], [-2.58959, 0.89569, -1.32540], [-2.98166, 0.87497, 0.38638], [-0.48233, 0.89147, -0.07622], [0.17894, -2.03032, 0.27804], [2.29425, -1.17697, 1.23875], [1.67956, 1.49102, -0.20500], [2.82362, 1.20771, 1.19869]], "forces_ev_per_angstrom": [[0.3, 0.8, 0.3], [-2.1, -0.5, -0.4], [3.7, -0.1, 0.8], [-2.5, 0.9, -0.1], [-0.5, 0.6, -0.4], [0.8, -1.1, 0.8], [-0.3, 0.3, 0.1], [0.2, -0.1, -0.1], [-0.1, -0.5, 0.0], [0.1, -0.4, -0.1], [-0.1, -0.2, -0.3], [0.6, -0.3, -0.3], [0.2, 0.0, 0.5], [-0.4, 0.4, -0.3], [0.1, 0.0, -0.6]], "e_lumo_ha": 0.03241, "homo_ha": -0.305}

---

# 5
{"formula": "C5H8OS", "method": "ωB97M-V/def2-TZVPD", "elements": ["C", "C", "C", "C", "C", "O", "S", "H", "H", "H", "H", "H", "H", "H", "H"], "coordinates": [[-0.08401, -0.01259, -0.38401], [-0.97582, -0.91714, 0.22682], [1.23097, 0.22271, 0.46058], [-2.37630, -1.00392, -0.21566], [1.96171, 1.46689, 0.01087], [-0.23163, 0.59011, -1.43035], [1.93130, -1.31866, -0.06164], [-0.68680, -1.43094, 1.12978], [1.03102, 0.21741, 1.53297], [-3.06608, -0.62150, 0.54231], [-2.63574, -2.05574, -0.36507], [-2.51382, -0.45537, -1.14479], [2.92006, 1.53892, 0.52056], [1.36874, 2.34988, 0.24076], [2.12640, 1.42994, -1.06314]], "forces_ev_per_angstrom": [[1.3, 0.7, -0.3], [0.0, -0.8, 0.1], [0.3, -0.2, 0.3], [0.1, -0.1, -0.3], [-0.1, 0.1, -0.1], [-0.5, 0.0, 0.0], [-1.3, 0.0, 0.1], [0.2, 0.1, 0.2], [0.0, 0.1, -0.1], [0.1, 0.0, 0.1], [0.0, 0.0, 0.1], [0.0, 0.0, 0.0], [0.0, 0.0, 0.0], [0.0, 0.1, 0.0], [0.0, 0.0, 0.0]], "e_lumo_ha": [-0.08915, -0.08906], "homo_ha": [-0.317, -0.316]}

---

# 6
{"formula": "C5H8OS2", "method": "ωB97M-V/def2-TZVPD", "elements": ["O", "C", "C", "S", "S", "C", "C", "C", "H", "H", "H", "H", "H", "H", "H", "H"], "coordinates": [[-0.36550, -1.25608, 1.86134], [-0.39333, -0.15070, 1.03863], [0.79286, -0.10190, 0.07010], [1.12186, -1.29808, -1.00445], [1.64157, 1.42799, 0.24119], [-1.69799, -0.12186, 0.25270], [-2.21617, 1.19888, -0.33545], [-1.85837, 0.11286, -1.27109], [-0.43937, -2.03087, 1.33694], [-0.33898, 0.71107, 1.67942], [2.56367, 1.10488, -0.69712], [-2.48352, -0.71655, 0.71164], [-1.51571, 2.02960, -0.27309], [-3.24636, 1.53540, -0.26131], [-2.65111, -0.43041, -1.84686], [-0.94150, 0.14338, -1.85752]], "forces_ev_per_angstrom": [[0.4, 0.4, 1.5], [-0.3, 0.0, -1.4], [0.3, -0.1, -0.3], [0.1, 0.6, 0.9], [0.2, -0.9, -0.6], [-1.6, 1.1, -1.2], [0.5, 0.4, 0.1], [-0.1, -1.3, -0.3], [0.0, -1.2, -0.9], [0.0, 0.4, 0.5], [-0.2, 0.3, 0.2], [0.3, -0.1, 0.0], [0.0, -0.1, 0.0], [0.1, -0.4, 0.2], [0.6, 0.5, 1.0], [-0.2, 0.3, 0.2]], "e_lumo_ha": -0.01715, "homo_ha": -0.330}

---

# 7
{"formula": "C5H8OS2", "method": "ωB97M-V/def2-TZVPD", "elements": ["O", "C", "C", "C", "C", "C", "S", "S", "H", "H", "H", "H", "H", "H", "H", "H"], "coordinates": [[-0.69622, -2.24746, 0.62768], [-0.09695, -1.22244, 0.50991], [1.29827, -0.67236, 0.54941], [1.27771, 0.69947, -0.11753], [0.01681, 0.77200, -0.96331], [-1.07680, 0.18069, -0.20754], [-1.39474, 1.30664, 1.14828], [-2.42533, -0.39241, -1.12911], [1.42264, -0.47807, 1.67110], [1.94150, -1.25049, -0.08753], [1.17340, 1.49374, 0.63463], [2.37466, 0.83540, -0.66291], [-0.09882, 1.90288, -1.22256], [0.39992, 0.39798, -1.93103], [-1.80123, 0.33270, 1.91853], [-2.31482, -1.65828, -0.73804]], "forces_ev_per_angstrom": [[1.6, 0.4, 0.6], [-3.4, 1.6, -2.5], [-1.0, 0.9, 1.8], [2.5, 1.0, 0.2], [2.9, 3.5, -2.7], [2.0, -2.1, 1.3], [-0.3, 0.6, 0.1], [-1.1, -0.1, -0.7], [1.0, -1.0, -1.5], [0.6, -1.0, 0.9], [0.6, -0.3, -0.1], [-3.1, -0.1, 1.0], [-0.3, -1.7, 0.5], [-1.4, -0.7, 0.1], [-0.5, -0.4, 0.8], [0.0, -0.4, 0.2]], "e_lumo_ha": 0.02351, "homo_ha": -0.321}

---

# 8
{"formula": "C5H8P2", "method": "ωB97M-V/def2-TZVPD", "elements": ["C", "C", "C", "P", "P", "C", "C", "H", "H", "H", "H", "H", "H", "H", "H"], "coordinates": [[-0.80575, -1.15218, -0.84159], [-0.50890, -1.20005, 0.50209], [0.45901, -0.47491, 1.23736], [0.58713, 1.32536, 2.52336], [1.23912, 1.04575, 0.43057], [-0.19488, 1.23036, -0.71552], [-0.20814, -0.02194, -1.62267], [-1.53949, -1.85761, -1.27016], [-0.94111, -1.99853, 1.06665], [1.26070, -0.81146, 1.78930], [1.78171, 0.69346, 2.78744], [0.03869, 2.06707, -1.24505], [-1.21580, 1.37055, -0.09516], [-0.77458, 0.25981, -2.55070], [0.82229, -0.47566, -1.99590]], "forces_ev_per_angstrom": [[0.0, 0.4, 2.2], [-1.6, -1.8, -1.7], [1.7, 5.1, -0.4], [-1.8, -1.1, -1.6], [-0.2, -1.3, 0.1], [-1.5, -1.5, 2.6], [0.4, -0.6, -1.2], [0.6, 0.4, 0.3], [-0.5, -0.6, 0.2], [0.9, -2.3, 0.9], [0.9, 0.0, 0.6], [0.1, 2.5, -1.7], [2.2, -0.4, -1.7], [0.4, -0.6, 0.8], [-1.6, 1.6, 0.7]], "e_lumo_ha": 0.00781, "homo_ha": -0.288}

---

Relative energy (zero: lowest compared OMol25 entry of this formula, charge and spin)? In order: 0.0, 134.6, 160.0, 43.9, 64.3, 39.9, 47.3, 36.7 kcal per mole.
E_tot? In order: -26385.0808, -18191.4646, -18190.3636, -18195.3983, -18194.5136, -29030.9521, -29030.6321, -23888.9796 eV.